{
  "formula": "C35H53F9NO10",
  "method": "ωB97M-V/def2-TZVPD",
  "homo_energy_ev": -11.8,
  "charge": 1,
  "fmax_ev_per_a": 5.32,
  "homo_lumo_gap_ev": 7.02,
  "elements": ["C", "C", "C", "C", "C", "C", "C", "C", "C", "C", "O", "C", "O", "C", "C", "C", "N", "C", "C", "O", "C", "O", "C", "C", "C", "C", "C", "C", "H", "H", "H", "H", "H", "H", "H", "H", "H", "H", "H", "H", "H", "H", "H", "H", "H", "H", "H", "H", "H", "H", "H", "H", "H", "H", "H", "H", "H", "H", "H", "H", "H", "H", "H", "H", "H", "H", "C", "C", "O", "C", "O", "C", "F", "F", "F", "H", "H", "H", "H", "H", "C", "C", "O", "C", "O", "C", "F", "F", "F", "H", "H", "H", "H", "H", "C", "C", "O", "C", "O", "C", "F", "F", "F", "H", "H", "H", "H", "H"],
  "positions_angstrom": [[-8.058, 5.310, -4.063], [-7.056, 5.959, -5.138], [-5.688, 5.119, -5.284], [-5.918, 3.714, -6.078], [-4.695, 2.681, -5.816], [-4.954, 1.823, -4.481], [-4.128, 0.432, -4.628], [-4.906, -0.657, -3.689], [-3.769, -1.656, -3.125], [-3.373, -1.310, -1.607], [-3.065, -2.514, -0.792], [-1.814, -3.043, -1.187], [-1.761, -3.866, -2.147], [-0.416, -2.730, -0.474], [-0.158, -2.905, 1.064], [1.246, -2.613, 1.622], [2.362, -2.172, 0.783], [3.659, -1.955, 1.516], [4.726, -3.146, 1.218], [6.065, -2.601, 0.925], [6.950, -3.486, 1.671], [7.682, -4.269, 1.044], [2.225, -1.965, -0.660], [3.500, -1.511, -1.503], [4.020, -0.009, -1.151], [3.317, -1.576, -3.099], [4.678, -2.226, -3.737], [0.820, -2.240, -1.312], [-7.834, 5.691, -3.004], [-8.058, 4.157, -4.115], [-9.136, 5.635, -4.296], [-7.599, 6.047, -6.158], [-6.877, 7.055, -4.810], [-5.141, 4.971, -4.286], [-4.984, 5.741, -5.956], [-6.871, 3.180, -5.740], [-5.977, 4.011, -7.193], [-3.683, 3.228, -5.749], [-4.608, 1.944, -6.683], [-6.065, 1.574, -4.355], [-4.606, 2.344, -3.527], [-4.021, 0.076, -5.708], [-3.069, 0.613, -4.229], [-5.671, -1.261, -4.279], [-5.340, -0.109, -2.777], [-2.800, -1.654, -3.748], [-4.151, -2.749, -3.157], [-2.397, -0.706, -1.638], [-4.199, -0.750, -1.058], [-0.991, -3.261, 1.750], [1.419, -2.745, 2.746], [3.449, -2.019, 2.652], [4.100, -0.910, 1.350], [4.327, -3.706, 0.295], [4.827, -3.885, 2.090], [6.855, -3.417, 2.812], [4.395, -2.203, -1.253], [5.027, -0.050, -0.581], [3.301, 0.584, -0.492], [4.224, 0.618, -2.093], [2.466, -2.242, -3.463], [3.187, -0.555, -3.605], [5.624, -1.898, -3.192], [4.517, -3.370, -3.657], [4.674, -1.954, -4.856], [0.629, -2.100, -2.439], [-3.345, -1.683, 5.985], [-3.569, -0.485, 5.082], [-2.444, 0.410, 5.128], [-1.369, 0.046, 4.404], [-1.305, -0.963, 3.745], [-0.272, 1.100, 4.506], [-0.047, 1.489, 5.778], [-0.583, 2.216, 3.814], [0.911, 0.667, 4.025], [-3.118, -1.358, 7.001], [-4.230, -2.321, 6.005], [-2.497, -2.283, 5.646], [-4.434, 0.080, 5.434], [-3.780, -0.787, 4.052], [8.716, -2.617, -1.908], [10.188, -2.266, -1.815], [10.745, -2.042, -3.119], [10.475, -0.844, -3.677], [9.810, 0.013, -3.150], [11.158, -0.718, -5.035], [10.970, -1.807, -5.809], [12.493, -0.561, -4.912], [10.712, 0.335, -5.745], [8.567, -3.472, -2.572], [8.313, -2.859, -0.921], [8.136, -1.789, -2.321], [10.737, -3.104, -1.379], [10.358, -1.400, -1.169], [-2.803, 4.247, 9.667], [-2.594, 3.217, 8.574], [-3.165, 1.952, 8.944], [-4.504, 1.847, 8.811], [-5.216, 2.734, 8.412], [-4.973, 0.447, 9.194], [-4.443, 0.026, 10.360], [-4.627, -0.471, 8.262], [-6.308, 0.365, 9.334], [-2.411, 3.881, 10.619], [-2.304, 5.185, 9.414], [-3.865, 4.454, 9.818], [-1.524, 3.048, 8.431], [-2.996, 3.556, 7.615]]
}


{
  "formula": "C35H54AsHfN9O7S2SeSi3",
  "method": "ωB97M-V/def2-TZVPD",
  "e_above_lowest_kj_mol": 718.8,
  "homo_energy_ev": -7.4,
  "charge": 0,
  "fmax_ev_per_a": 3.69,
  "homo_lumo_gap_ev": 6.84,
  "elements": ["Hf", "C", "C", "C", "C", "C", "C", "C", "S", "O", "O", "N", "C", "C", "C", "C", "C", "N", "H", "H", "H", "H", "H", "H", "H", "H", "H", "H", "H", "N", "N", "C", "N", "N", "N", "O", "O", "H", "H", "H", "H", "H", "Se", "N", "C", "C", "C", "C", "N", "C", "C", "H", "H", "H", "H", "C", "Si", "C", "C", "As", "Si", "C", "C", "C", "Si", "C", "C", "C", "H", "H", "H", "H", "H", "H", "H", "H", "H", "H", "H", "H", "H", "H", "H", "H", "H", "H", "H", "H", "H", "H", "H", "H", "H", "H", "H", "C", "C", "C", "C", "C", "C", "C", "S", "O", "O", "O", "H", "H", "H", "H", "H", "H", "H"],
  "positions_angstrom": [[0.704, -2.134, -0.403], [5.317, 2.251, 2.901], [4.797, 0.834, 2.813], [3.697, 0.493, 3.585], [3.174, -0.792, 3.631], [3.706, -1.690, 2.680], [4.725, -1.352, 1.851], [5.261, -0.094, 1.913], [2.835, -3.211, 2.312], [2.569, -3.770, 3.594], [3.520, -3.999, 1.350], [1.454, -2.696, 1.699], [0.454, -2.201, 2.445], [0.280, -2.091, 3.862], [-0.842, -1.425, 4.318], [-1.717, -0.782, 3.443], [-1.375, -0.804, 2.085], [-0.364, -1.538, 1.660], [4.525, 2.982, 3.131], [5.802, 2.563, 2.004], [6.047, 2.252, 3.715], [3.335, 1.309, 4.162], [2.293, -0.961, 4.235], [5.074, -2.046, 1.088], [5.986, 0.263, 1.195], [0.961, -2.656, 4.489], [-1.015, -1.389, 5.377], [-2.566, -0.303, 3.804], [-1.905, -0.253, 1.306], [1.334, 0.159, 0.152], [2.395, 0.708, -0.612], [3.113, -0.294, -1.308], [3.756, 0.086, -2.298], [2.917, -1.564, -0.852], [3.628, -2.605, -1.410], [2.742, -3.033, -2.648], [4.883, -2.303, -2.002], [0.583, 0.845, 0.172], [1.603, -0.149, 1.136], [3.000, 1.215, 0.034], [3.604, 1.081, -2.465], [4.802, -1.411, -2.424], [-1.432, -3.109, -0.869], [-0.742, 1.326, -7.222], [-0.499, 0.982, -6.178], [-0.054, 0.486, -4.912], [-0.218, 1.192, -3.726], [0.109, 0.511, -2.570], [0.520, -0.756, -2.539], [0.667, -1.428, -3.674], [0.470, -0.780, -4.920], [-0.556, 2.259, -3.641], [0.008, 0.958, -1.642], [1.022, -2.424, -3.755], [0.682, -1.247, -5.870], [-5.521, 2.525, -1.602], [-4.627, 2.488, 0.137], [-4.564, 0.797, 0.902], [-5.517, 3.538, 1.461], [-2.355, 2.904, -0.498], [-1.204, 4.007, 1.260], [-1.798, 5.772, 1.471], [-1.330, 3.056, 2.828], [0.579, 3.922, 0.704], [-2.579, 4.554, -2.218], [-0.906, 5.451, -2.438], [-2.937, 3.649, -3.853], [-3.892, 5.920, -1.938], [-6.598, 2.362, -1.480], [-5.104, 1.839, -2.369], [-5.429, 3.555, -1.948], [-5.507, 0.220, 0.917], [-4.104, 0.934, 1.865], [-3.862, 0.275, 0.266], [-4.955, 3.484, 2.512], [-6.496, 3.075, 1.563], [-5.762, 4.585, 1.194], [-2.817, 5.718, 1.863], [-1.880, 6.428, 0.627], [-1.238, 6.307, 2.209], [-2.313, 2.499, 2.923], [-1.173, 3.622, 3.704], [-0.603, 2.148, 2.821], [0.865, 2.865, 0.776], [1.315, 4.584, 1.178], [0.762, 4.029, -0.386], [-1.133, 6.441, -2.870], [-0.185, 5.067, -3.143], [-0.445, 5.622, -1.426], [-3.986, 3.549, -4.003], [-2.545, 2.648, -3.951], [-2.427, 4.289, -4.623], [-3.530, 6.874, -1.594], [-4.698, 5.639, -1.238], [-4.389, 6.077, -2.882], [-0.466, -8.287, 2.132], [0.052, -7.539, 0.908], [-0.770, -7.269, -0.176], [-0.351, -6.445, -1.208], [0.999, -6.032, -1.177], [1.834, -6.268, -0.119], [1.348, -6.997, 0.932], [1.667, -5.179, -2.548], [2.982, -5.500, -2.819], [0.681, -5.126, -3.539], [1.684, -3.592, -1.901], [0.237, -8.423, 2.958], [-0.724, -9.337, 1.887], [-1.400, -7.735, 2.413], [-1.705, -7.765, -0.302], [-0.978, -6.240, -2.023], [2.826, -5.868, -0.199], [1.903, -7.183, 1.860]]
}


{
  "formula": "C35H54BrF3IN2O5S2",
  "method": "ωB97M-V/def2-TZVPD",
  "homo_energy_ev": -10.7,
  "charge": 1,
  "fmax_ev_per_a": 4.45,
  "homo_lumo_gap_ev": 8.39,
  "elements": ["C", "C", "Br", "C", "C", "C", "C", "C", "C", "C", "I", "N", "C", "C", "O", "C", "F", "F", "F", "O", "C", "O", "C", "C", "C", "C", "C", "C", "C", "C", "C", "C", "N", "C", "C", "C", "C", "C", "C", "C", "C", "H", "H", "H", "H", "H", "H", "H", "H", "H", "H", "H", "H", "H", "H", "H", "H", "H", "H", "H", "H", "H", "H", "H", "H", "H", "H", "H", "H", "H", "H", "H", "H", "H", "H", "H", "H", "H", "H", "H", "H", "H", "H", "C", "S", "O", "C", "H", "H", "H", "H", "H", "H", "C", "S", "O", "C", "H", "H", "H", "H", "H", "H"],
  "positions_angstrom": [[0.115, -0.152, 3.278], [0.487, 0.790, 2.041], [0.322, 2.658, 2.636], [1.912, 0.418, 1.462], [1.990, 0.376, -0.151], [3.525, 0.817, -0.351], [1.125, 1.518, -0.842], [1.749, 2.880, -1.342], [2.082, 3.945, -0.215], [3.301, 4.802, -0.798], [0.412, 5.324, -0.047], [0.805, 0.836, -2.152], [0.341, -0.545, -1.850], [0.350, -1.169, -3.345], [-0.742, -0.690, -4.144], [-1.568, -1.695, -4.588], [-0.878, -2.545, -5.413], [-2.558, -1.123, -5.344], [-2.182, -2.384, -3.579], [-0.998, -0.802, -1.482], [-1.843, 0.300, -1.424], [-2.027, 1.118, -2.291], [-2.723, 0.462, -0.145], [-2.749, 1.669, 0.670], [-3.640, 1.774, 1.837], [-4.520, 0.642, 2.157], [-4.509, -0.609, 1.375], [-3.602, -0.662, 0.225], [1.533, -1.034, -0.856], [2.578, -1.830, -1.723], [3.910, -2.334, -1.057], [3.809, -3.203, 0.248], [4.081, -2.313, 1.425], [0.802, -1.940, 0.237], [0.315, -3.335, -0.318], [-0.273, -4.244, 0.833], [-1.549, -4.932, 0.574], [-2.189, -5.835, 1.532], [-1.497, -6.058, 2.807], [-0.236, -5.370, 3.085], [0.400, -4.461, 2.116], [0.427, -1.217, 3.086], [0.558, 0.282, 4.207], [-1.011, -0.168, 3.366], [-0.305, 0.582, 1.272], [2.596, 1.262, 1.777], [2.369, -0.497, 1.924], [3.789, 0.724, -1.437], [3.749, 1.822, 0.077], [4.103, 0.092, 0.292], [0.135, 1.833, -0.420], [0.961, 3.367, -1.994], [2.637, 2.743, -2.029], [2.399, 3.478, 0.749], [3.875, 5.330, -0.005], [4.029, 4.157, -1.374], [2.947, 5.577, -1.537], [0.350, 1.387, -2.895], [1.759, 0.698, -2.537], [0.279, -2.283, -3.247], [1.293, -0.901, -3.906], [-2.085, 2.531, 0.393], [-3.699, 2.696, 2.462], [-5.234, 0.706, 3.016], [-5.191, -1.458, 1.628], [-3.645, -1.613, -0.369], [2.132, -2.746, -2.204], [2.911, -1.126, -2.549], [4.390, -3.009, -1.831], [4.693, -1.539, -0.898], [4.675, -3.936, 0.216], [2.888, -3.824, 0.357], [5.094, -2.134, 1.433], [3.937, -2.900, 2.255], [1.491, -2.188, 1.095], [-0.077, -1.439, 0.711], [-0.512, -3.244, -1.080], [1.118, -3.948, -0.802], [-2.044, -4.751, -0.417], [-3.143, -6.333, 1.239], [-1.979, -6.746, 3.536], [0.234, -5.558, 4.083], [1.373, -3.958, 2.325], [-5.995, -0.337, -3.979], [-6.869, 0.038, -2.448], [-5.999, -0.402, -1.318], [-8.153, -1.209, -2.658], [-5.118, 0.308, -4.041], [-5.679, -1.381, -3.980], [-6.649, -0.141, -4.829], [-7.700, -2.198, -2.743], [-8.736, -0.984, -3.552], [-8.805, -1.183, -1.785], [3.687, 7.602, 3.422], [3.757, 5.802, 3.405], [3.634, 5.358, 1.984], [2.154, 5.550, 4.183], [4.586, 7.986, 2.940], [2.807, 7.945, 2.876], [3.651, 7.954, 4.454], [1.370, 6.025, 3.590], [2.169, 5.970, 5.190], [1.964, 4.479, 4.241]]
}


{
  "formula": "C35H55MgN3O2",
  "method": "ωB97M-V/def2-TZVPD",
  "e_above_lowest_kj_mol": 95.2,
  "homo_energy_ev": -7.0,
  "charge": 0,
  "fmax_ev_per_a": 1.03,
  "homo_lumo_gap_ev": 7.42,
  "elements": ["Mg", "C", "N", "C", "C", "C", "N", "C", "C", "C", "C", "C", "C", "C", "O", "C", "C", "C", "C", "C", "C", "C", "C", "C", "C", "C", "C", "C", "C", "C", "O", "C", "C", "C", "C", "C", "C", "C", "C", "H", "H", "H", "H", "H", "H", "H", "H", "H", "H", "H", "H", "H", "H", "H", "H", "H", "H", "H", "H", "H", "H", "H", "H", "H", "H", "H", "H", "H", "H", "H", "H", "H", "H", "H", "H", "H", "H", "H", "H", "H", "H", "H", "H", "H", "H", "H", "H", "H", "H", "H", "H", "H", "H", "N", "C", "H"],
  "positions_angstrom": [[-0.209, 0.609, -0.100], [-1.678, 1.875, 2.451], [-0.406, 1.698, 1.759], [0.210, 2.987, 1.430], [0.529, 0.797, 2.443], [-0.005, -0.632, 2.487], [-0.517, -1.038, 1.158], [-1.938, -1.470, 1.188], [-2.874, -1.229, 0.005], [-3.879, -2.194, -0.094], [-4.920, -2.098, -0.993], [-4.925, -0.973, -1.816], [-3.957, 0.017, -1.783], [-2.879, -0.105, -0.857], [-1.920, 0.800, -0.843], [-4.129, 1.170, -2.794], [-4.045, 0.589, -4.216], [-5.515, 1.809, -2.591], [-3.111, 2.314, -2.720], [-6.022, -3.147, -1.126], [-6.012, -3.729, -2.547], [-7.387, -2.495, -0.857], [-5.845, -4.302, -0.139], [0.332, -2.089, 0.537], [1.769, -1.677, 0.323], [2.783, -2.269, 1.078], [4.115, -2.003, 0.831], [4.403, -1.173, -0.261], [3.441, -0.561, -1.044], [2.075, -0.751, -0.691], [1.104, -0.076, -1.292], [3.809, 0.225, -2.309], [3.153, -0.471, -3.513], [5.320, 0.249, -2.555], [3.334, 1.684, -2.243], [5.258, -2.589, 1.657], [6.075, -1.443, 2.276], [6.175, -3.434, 0.760], [4.754, -3.478, 2.794], [-1.543, 2.423, 3.392], [-2.361, 2.423, 1.805], [-2.135, 0.915, 2.670], [0.758, 3.461, 2.252], [0.939, 2.851, 0.625], [-0.564, 3.670, 1.084], [1.464, 0.816, 1.872], [0.779, 1.141, 3.457], [0.811, -1.282, 2.809], [-0.791, -0.728, 3.237], [-1.943, -2.553, 1.365], [-2.394, -1.029, 2.077], [-3.824, -3.046, 0.574], [-5.728, -0.876, -2.537], [-4.795, -0.185, -4.387], [-4.198, 1.380, -4.955], [-3.060, 0.148, -4.383], [-6.329, 1.101, -2.752], [-5.606, 2.201, -1.575], [-5.650, 2.636, -3.291], [-2.100, 1.971, -2.924], [-3.387, 3.057, -3.474], [-3.114, 2.797, -1.744], [-6.179, -2.955, -3.297], [-5.050, -4.199, -2.759], [-6.798, -4.481, -2.655], [-7.589, -1.688, -1.563], [-8.188, -3.233, -0.951], [-7.418, -2.076, 0.151], [-4.901, -4.826, -0.303], [-5.874, -3.951, 0.895], [-6.655, -5.021, -0.271], [0.313, -2.993, 1.160], [-0.141, -2.328, -0.419], [2.497, -2.965, 1.859], [5.443, -1.008, -0.508], [3.504, -1.503, -3.590], [2.069, -0.475, -3.414], [3.421, 0.050, -4.436], [5.723, -0.757, -2.693], [5.519, 0.819, -3.465], [5.859, 0.733, -1.737], [2.258, 1.737, -2.095], [3.834, 2.210, -1.429], [3.581, 2.192, -3.179], [6.490, -0.793, 1.503], [5.440, -0.839, 2.929], [6.903, -1.841, 2.868], [6.606, -2.838, -0.045], [6.996, -3.856, 1.345], [5.614, -4.254, 0.309], [4.110, -2.922, 3.480], [4.197, -4.336, 2.414], [5.605, -3.856, 3.364], [4.634, 2.055, 1.844], [3.650, 1.897, 1.244], [5.519, 2.102, 2.302]]
}


Taking the records one at a time from the top gives lowest unoccupied orbital energy values of -4.79 -0.52 -2.27 0.43 eV.